A 12-piece molecular cluster, C93H204N12O12 overall at a distorted geometry. Source: the Open Molecules 2025 dataset; level of theory: ωB97M-V with the def2-TZVPD basis set.

The LUMO energy comes out at 0.438 eV. The calculation puts the energy above the lowest of the compared OMol25 structures with the same formula, charge and spin at 2.250 eV. The orbital gap comes out at 8.7 eV. As for the SMILES: CC1(C)CCCC(C)(C)N1O.CC1(C)CCCC(C)(C)N1O.CC1(C)CCCC(C)(C)N1O.CC1(C)CCCC(C)(C)N1O.CC1(C)CCCC(C)(C)N1O.CC1(C)CCCC(C)(C)N1O.CC1(C)CCCC(C)(C)N1O.CC1(C)CCCC(C)(C)N1O.CC1(C)CCCC(C)(C)N1O.COC[C@H](C)N.COC[C@H](C)N.COC[C@H](C)N. The HOMO energy is -0.3039 Ha.

The geometry in XYZ format:
```
321
Properties=species:S:1:pos:R:3:forces:R:3
C -3.2140 -6.6955 6.8859 -1.630 1.222 1.446
C -2.4365 -5.7034 6.0050 0.782 -0.641 -1.502
C -1.3538 -4.9619 6.7802 0.683 -0.363 0.413
C -1.7056 -6.4713 4.8798 0.206 -0.889 0.846
C -1.0290 -5.5273 3.8948 -1.175 -0.064 0.258
C -2.1064 -4.6424 3.2368 0.296 -0.537 0.334
C -2.9256 -3.8126 4.2176 0.269 -1.308 1.296
C -2.1544 -2.6584 4.7866 1.036 1.478 1.179
C -4.1556 -3.2405 3.5628 0.034 0.986 -0.283
N -3.3686 -4.8281 5.2969 -1.293 0.944 1.247
O -4.0700 -4.2176 6.4510 1.463 1.657 -0.800
H -3.7470 -6.1917 7.7803 1.726 -0.588 -0.887
H -4.1561 -7.1026 6.4915 0.694 -0.111 -0.997
H -2.5404 -7.4933 7.1696 -0.023 -0.202 0.362
H -0.6906 -4.3822 6.1287 -0.124 -0.439 0.237
H -1.7277 -4.2570 7.5074 -0.184 0.109 0.486
H -0.7493 -5.7118 7.3250 -0.190 0.434 -0.152
H -0.9350 -7.1799 5.3229 -0.892 0.755 -0.392
H -2.4722 -7.0916 4.3699 0.453 0.253 0.097
H -0.1818 -5.0273 4.3425 0.140 0.297 -0.111
H -0.6896 -6.1910 3.1440 0.890 -0.424 -1.116
H -2.7746 -5.3916 2.7882 -0.085 0.501 -0.326
H -1.6896 -3.9790 2.4694 -0.115 -0.188 -0.003
H -2.6857 -2.2402 5.6676 0.339 -0.494 -0.103
H -2.1606 -1.7569 4.1574 0.128 -0.496 -0.424
H -1.0882 -2.8522 5.0721 -0.987 0.095 -0.336
H -3.7884 -2.6063 2.6852 -0.757 -0.811 1.007
H -4.6393 -2.5868 4.3219 -0.012 -0.314 -0.711
H -4.8439 -4.0288 3.2516 0.050 0.176 -0.121
H -3.3477 -3.6962 6.9507 -1.631 -1.034 -1.059
C -1.8189 5.2798 2.7037 -0.321 1.605 0.973
C -1.7422 6.2981 1.5298 0.066 -1.744 0.678
C -2.1211 5.4617 0.3255 0.294 0.279 -2.258
C -2.7052 7.4592 1.8521 1.678 0.234 0.666
C -2.4724 8.7284 1.1071 -2.595 0.703 -2.479
C -1.0640 9.0850 1.1504 2.116 -0.629 0.194
C -0.0848 7.9610 0.6834 -0.535 1.092 0.018
C -0.1246 7.8397 -0.8353 -0.661 -0.075 -0.920
C 1.2630 8.5282 1.0600 1.851 -0.506 -0.634
N -0.3460 6.7443 1.4815 0.477 1.358 -0.668
O 0.5952 5.7402 0.9924 -1.585 0.407 -0.097
H -1.7627 5.8442 3.6444 0.037 0.022 -0.073
H -2.7762 4.7663 2.7498 0.102 -0.285 -0.296
H -0.9664 4.6317 2.7461 0.259 -0.718 -0.442
H -3.0758 4.9676 0.3646 -0.594 0.298 0.356
H -2.0820 5.9814 -0.6787 0.001 -0.341 1.107
H -1.4369 4.6172 0.2612 0.329 0.092 -0.067
H -3.6553 7.1000 1.6483 -2.030 -0.766 -0.215
H -2.6651 7.7321 2.9053 0.183 -0.419 0.298
H -2.8331 8.5541 0.0133 0.577 0.559 1.564
H -3.0928 9.5846 1.5269 0.492 -1.117 -0.525
H -0.7761 9.1963 2.1995 -0.043 0.564 0.110
H -0.7671 9.9614 0.5702 -0.331 0.123 0.224
H -1.1290 7.7467 -1.2692 0.031 0.094 0.336
H 0.4067 6.9786 -1.2130 0.410 -0.339 0.150
H 0.3115 8.7157 -1.3373 0.024 -0.076 0.418
H 1.4894 8.3943 2.1101 -0.051 -0.124 0.314
H 1.3337 9.5956 0.8545 -0.200 0.058 -0.089
H 2.0976 8.0738 0.4653 -0.634 0.150 0.541
H 1.1384 5.7205 1.7642 0.956 -0.487 0.704
C -3.0814 -0.8123 -7.5642 -1.046 1.486 0.398
C -2.4974 -0.1310 -6.2457 1.602 -2.055 -1.773
C -3.5583 -0.2408 -5.1986 -0.167 1.299 1.690
C -1.2357 -0.9560 -5.7906 -0.211 2.014 1.205
C 0.0426 -0.5868 -6.5050 -0.121 0.175 0.262
C 0.2492 0.9211 -6.5858 0.497 -0.057 -0.367
C -0.9256 1.6436 -7.2056 -1.026 -0.524 -0.233
C -0.7137 3.1603 -7.0957 0.198 0.336 1.267
C -1.1558 1.2998 -8.7374 0.575 2.188 0.114
N -2.1003 1.2903 -6.4063 -0.153 -1.111 0.659
O -3.2453 1.9060 -6.9316 -0.190 0.682 -0.339
H -3.7891 -0.0866 -8.0072 0.313 -0.136 0.169
H -2.3685 -0.9981 -8.3542 0.272 -0.532 0.179
H -3.7456 -1.6653 -7.3487 0.763 -0.050 0.130
H -3.7508 -1.2668 -4.8802 0.317 -0.012 0.076
H -3.2871 0.4313 -4.3130 -0.243 -1.085 -0.932
H -4.5060 0.1395 -5.5575 -0.291 0.132 -0.207
H -1.0884 -0.6746 -4.7341 -0.132 -0.216 -0.261
H -1.4069 -2.0081 -5.8236 -0.370 -0.809 -0.070
H 0.9213 -1.0250 -6.0561 0.182 -0.265 0.659
H 0.0226 -1.0960 -7.4431 0.004 0.187 -1.270
H 1.0199 1.1162 -7.3261 0.725 0.006 0.233
H 0.5691 1.3693 -5.5961 -0.549 -0.472 -0.969
H -1.5698 3.6930 -7.5369 0.453 -0.025 0.203
H 0.2173 3.4132 -7.5988 -0.056 0.117 -0.385
H -0.5290 3.5255 -6.0189 -0.675 -0.764 -1.465
H -1.1039 0.2767 -9.1185 0.268 0.239 0.476
H -0.4224 1.9742 -9.2732 -0.660 -1.015 0.165
H -2.1535 1.7252 -8.9610 0.453 -0.397 -0.082
H -3.6194 2.2344 -6.1109 -0.652 0.734 0.422
C 3.2823 -3.1349 -6.4436 0.304 -0.624 0.363
C 2.6037 -4.3939 -5.7860 1.029 -0.456 -1.689
C 1.2461 -4.7489 -6.3971 -0.549 -1.056 -0.207
C 3.6124 -5.6002 -6.0655 -2.395 0.336 1.060
C 4.7936 -5.4675 -5.1684 0.496 -0.996 0.581
C 4.2845 -5.5681 -3.7304 -0.611 1.018 0.609
C 3.2675 -4.4167 -3.3470 1.727 0.290 0.212
C 2.4737 -4.7807 -2.1351 -0.489 -0.688 1.938
C 4.1213 -3.1236 -3.0472 1.445 -2.582 -0.607
N 2.3333 -4.2992 -4.3772 -1.479 0.548 -0.829
O 1.3664 -3.2924 -4.0761 -0.196 -0.049 -0.153
H 4.4039 -3.1176 -6.1948 -1.821 0.326 -0.581
H 3.0966 -3.1494 -7.5260 0.446 -0.238 0.164
H 2.7710 -2.2332 -6.1257 0.210 0.322 0.391
H 0.9330 -5.7600 -6.0474 0.328 0.639 0.117
H 0.4779 -4.0662 -6.0607 -0.124 0.274 -0.032
H 1.1643 -4.8553 -7.4807 0.553 0.455 -0.129
H 3.0698 -6.5472 -5.8502 0.284 0.445 0.193
H 3.7625 -5.6519 -7.1171 0.593 0.321 -0.933
H 5.5111 -6.2967 -5.3453 -0.191 0.586 0.061
H 5.3022 -4.5152 -5.2938 0.259 -0.094 -0.150
H 5.0958 -5.3583 -3.0311 0.125 -0.769 0.041
H 3.7992 -6.5442 -3.5510 0.343 0.346 0.018
H 1.8602 -5.6888 -2.3174 0.052 0.831 -0.107
H 1.8665 -3.9540 -1.6689 0.425 -0.777 -0.831
H 3.1423 -5.0982 -1.3423 0.401 0.053 0.318
H 4.7411 -2.9024 -3.9139 -0.272 0.436 -0.271
H 4.8937 -3.4637 -2.3282 -0.661 0.620 0.225
H 3.5743 -2.2889 -2.7167 -0.575 0.985 0.511
H 1.7687 -2.4157 -3.9281 0.430 -0.379 -0.258
C 1.5376 4.6138 6.9160 -1.048 1.336 0.720
C 2.8177 3.8627 7.1446 0.243 -1.377 -0.353
C 3.5632 4.4783 8.3633 -0.509 0.116 -0.742
C 2.4585 2.3689 7.3806 0.479 -0.106 -0.045
C 2.1436 1.5745 6.0855 -0.977 -0.424 0.193
C 3.1580 1.7018 4.9839 -0.834 1.840 -0.004
C 3.4102 3.2410 4.7044 1.439 -1.163 1.039
C 4.7139 3.2251 3.9090 0.051 -0.340 0.351
C 2.3156 3.8973 3.8900 -2.334 0.832 0.229
N 3.7652 3.8657 6.0261 -0.190 0.278 -0.172
O 4.0280 5.2665 5.8098 1.824 0.365 0.884
H 0.9563 4.4858 7.8348 -0.022 0.158 0.142
H 1.7097 5.7163 6.8431 -0.190 -0.916 -0.402
H 0.8509 4.2351 6.1500 0.581 0.173 -0.141
H 3.1047 4.1630 9.2920 0.052 -0.265 0.240
H 4.6184 4.2103 8.3091 -0.023 -0.213 0.266
H 3.4824 5.5715 8.3385 0.038 -0.166 -0.036
H 3.2718 1.8910 7.9786 -0.554 0.180 -0.511
H 1.5450 2.4007 7.9692 0.049 -0.348 0.387
H 2.0510 0.4993 6.2804 -0.101 0.128 0.466
H 1.1375 1.8496 5.6925 0.539 0.107 0.309
H 2.7900 1.2348 4.0618 0.105 0.107 0.108
H 4.0613 1.1969 5.2830 0.612 0.069 0.017
H 4.4394 2.7206 2.9807 0.647 -0.180 -0.110
H 5.5224 2.7384 4.5068 -0.721 0.015 -0.647
H 5.0827 4.2012 3.6876 0.078 0.892 -0.315
H 2.3264 5.0264 4.0237 0.306 -1.262 -0.427
H 1.2241 3.6219 4.1906 1.897 0.129 -0.374
H 2.4261 3.5887 2.8322 -0.014 0.374 0.392
H 4.7691 5.4445 6.4784 -1.459 -0.333 -1.668
C -1.7770 -7.8173 -0.5871 -1.872 -0.124 0.396
C -1.8240 -6.5134 -1.3962 1.610 0.352 2.035
C -1.1564 -5.4873 -0.4180 -1.174 0.684 0.135
C -0.9815 -6.6439 -2.6193 -0.210 -0.245 -0.490
C -1.1304 -5.4039 -3.4698 -0.226 0.608 0.077
C -2.5930 -5.2457 -3.8796 0.222 0.400 -0.210
C -3.5217 -5.1011 -2.6810 1.216 0.666 0.243
C -3.3373 -3.7299 -1.9889 -1.191 -0.889 0.533
C -4.9644 -5.1810 -3.1096 -0.519 0.786 -0.245
N -3.2028 -6.2364 -1.7611 -0.758 0.160 -0.620
O -3.9426 -6.0263 -0.5675 -0.079 0.169 0.313
H -2.4197 -7.7317 0.3142 0.373 0.136 -0.375
H -2.2050 -8.6658 -1.1312 0.298 0.061 -0.225
H -0.7998 -8.0384 -0.2175 0.776 -0.200 -0.098
H -1.9349 -5.3386 0.3586 0.707 0.339 -0.187
H -0.2842 -5.9261 0.0479 0.219 -0.198 0.079
H -0.8376 -4.5080 -0.8426 -0.367 -0.729 0.178
H 0.0880 -6.7610 -2.3790 -0.531 -0.380 0.156
H -1.3982 -7.5539 -3.1016 0.668 0.459 -0.416
H -0.7620 -4.4787 -2.9488 -0.306 -0.879 -0.333
H -0.4775 -5.5218 -4.3085 0.227 0.154 -0.780
H -2.9242 -6.1105 -4.4356 0.048 -0.543 -0.236
H -2.7477 -4.4010 -4.5654 0.089 0.053 0.251
H -3.5902 -2.8830 -2.6038 -0.422 0.186 -0.461
H -2.3760 -3.5391 -1.6169 1.471 0.019 0.328
H -3.9841 -3.7835 -1.1057 -0.058 0.474 -0.143
H -5.1304 -6.0008 -3.8017 -0.083 -0.156 -0.068
H -5.2556 -4.2077 -3.6134 0.220 -1.144 0.565
H -5.5691 -5.3275 -2.2104 -0.200 0.156 -0.277
H -4.5165 -6.7893 -0.5060 -0.154 -0.248 -0.027
C 2.7193 -4.7867 1.9286 -0.334 0.996 0.734
C 3.4443 -4.9625 3.2530 1.255 1.434 -0.562
C 3.0761 -6.2951 3.8137 -2.145 -1.339 -0.621
C 4.9703 -4.8645 2.9664 -0.655 -0.781 -0.822
C 5.7459 -4.7425 4.2342 -1.850 -0.545 0.907
C 5.3473 -3.5485 5.0233 -1.598 0.721 1.334
C 3.8000 -3.5376 5.3398 1.342 -0.089 -0.100
C 3.4803 -4.5961 6.4299 -1.616 1.142 -1.011
C 3.3645 -2.1620 5.8092 -1.172 0.351 -0.134
N 3.1872 -3.7084 4.0197 -0.683 -0.981 0.159
O 1.7741 -3.6361 4.2165 -0.576 0.226 -0.322
H 1.6591 -5.0123 2.0359 -0.078 -0.076 -0.064
H 2.8206 -3.7062 1.7432 -0.016 -0.398 -0.779
H 3.1498 -5.4268 1.1812 0.225 -0.068 -0.548
H 1.9568 -6.3882 3.9832 1.109 0.399 -0.153
H 3.2591 -7.0441 2.9831 0.167 0.544 1.200
H 3.5168 -6.5541 4.7540 0.590 -0.403 0.162
H 5.2309 -5.7638 2.3982 0.165 -0.102 0.172
H 5.1778 -4.0449 2.2666 -0.181 0.169 0.334
H 5.5924 -5.6000 4.8929 -0.058 -0.345 -0.246
H 6.7553 -4.6851 4.1047 2.923 -0.012 -0.770
H 5.5285 -2.6256 4.4873 0.378 0.271 -0.112
H 5.8761 -3.5632 5.9887 -0.026 0.329 -0.264
H 3.6265 -4.1823 7.4063 0.262 0.290 0.572
H 4.0423 -5.4787 6.3261 0.767 -1.050 -0.044
H 2.4135 -4.8502 6.3528 0.192 -0.058 0.087
H 3.7262 -1.3488 5.1966 0.018 0.033 -0.760
H 3.7707 -1.9228 6.7520 0.547 -0.035 1.451
H 2.2536 -2.0514 5.9052 0.955 -0.292 -0.137
H 1.5115 -2.9429 3.5911 -0.036 -0.186 0.260
C 0.6761 0.4452 2.2995 0.877 -1.216 -2.736
C -0.1601 0.2128 1.0115 -0.871 1.045 0.457
C -1.3079 -0.7807 1.3403 -1.206 1.940 1.110
C -0.7675 1.6234 0.6536 0.375 -0.172 -1.752
C -1.3658 1.6387 -0.8155 -2.014 0.672 1.882
C -0.3262 1.3564 -1.8205 0.672 -0.818 0.262
C 0.3262 0.0089 -1.5451 -0.324 -1.083 0.272
C -0.6014 -1.1441 -1.9872 -0.928 0.917 -0.662
C 1.5812 -0.1420 -2.4072 0.497 -0.040 0.663
N 0.7112 -0.1282 -0.1049 0.532 1.230 -1.131
O 1.4484 -1.2920 0.0445 0.218 -1.130 0.641
H 0.1208 0.9055 3.0464 -1.105 1.118 1.255
H 0.9253 -0.5423 2.6511 0.727 -0.300 0.358
H 1.5422 1.0345 1.9651 -0.021 -0.232 0.618
H -2.0681 -0.7979 0.5793 -0.236 -0.095 -0.602
H -1.0803 -1.7869 1.5950 0.809 -0.908 0.045
H -1.8817 -0.3818 2.2501 0.901 -0.389 -1.012
H -1.5309 1.8630 1.3794 -0.205 -0.012 0.248
H -0.0001 2.4471 0.7041 -0.399 -0.932 0.070
H -2.2537 0.9085 -0.8465 1.176 1.030 -0.171
H -1.7726 2.6569 -1.0610 0.011 -0.820 0.514
H 0.4470 2.1147 -1.7794 0.271 0.357 0.071
H -0.7537 1.3836 -2.8116 -0.030 -0.168 -0.535
H -0.1654 -2.1280 -2.0383 0.274 -0.480 0.353
H -0.8489 -0.9195 -3.0116 0.185 -0.081 -0.581
H -1.6165 -1.1660 -1.5859 0.300 -0.098 0.763
H 1.3090 -0.0772 -3.4747 0.206 -0.194 0.360
H 2.0683 -1.0884 -2.1041 -0.243 0.378 -0.694
H 2.3140 0.6389 -2.1586 -0.227 0.043 -0.184
H 0.9492 -2.0606 -0.3092 -0.112 0.449 0.318
C -5.5362 0.1728 -2.3481 -1.894 0.307 0.376
C -6.1347 0.5372 -0.9634 0.418 -0.551 -0.325
C -7.5883 0.9231 -1.2236 -1.127 -0.289 -0.643
C -5.9274 -0.6964 -0.0700 -0.968 0.211 -0.131
C -6.0626 -0.4122 1.4257 0.171 -3.057 0.014
C -5.1123 0.6400 1.8986 0.189 -0.580 0.551
C -5.3907 1.8864 1.1361 -1.532 1.338 -0.653
C -6.8084 2.4625 1.5899 0.661 -0.739 -1.680
C -4.3477 2.9431 1.4667 0.641 -0.792 -0.633
N -5.2938 1.6007 -0.3326 0.325 -0.438 0.145
O -5.3877 2.8259 -1.0441 0.279 -0.611 -0.078
H -6.0561 -0.7317 -2.7271 0.370 0.397 0.238
H -5.7998 0.9867 -3.0211 0.402 0.014 -0.310
H -4.4948 0.0054 -2.2864 1.154 -0.080 -0.038
H -8.2592 0.8561 -0.3743 0.102 0.190 0.373
H -7.6520 1.9150 -1.6626 0.092 0.411 0.263
H -8.1300 0.3405 -2.0169 0.967 -0.098 0.638
H -6.5576 -1.5570 -0.4395 0.485 0.926 0.515
H -4.9016 -0.9706 -0.2029 0.784 -0.444 -0.286
H -7.0679 -0.1789 1.6933 -0.828 0.256 0.176
H -5.8826 -1.4303 1.8952 -0.014 1.231 -0.075
H -4.0877 0.3939 1.6263 0.253 -0.438 0.293
H -5.1939 0.7643 3.0135 0.164 0.168 -1.036
H -6.6626 2.7176 2.6074 -0.124 0.715 1.013
H -7.6197 1.7083 1.5546 0.505 0.617 -0.207
H -7.0595 3.3488 0.9660 -0.120 -0.422 0.688
H -4.3054 2.9714 2.5440 0.026 0.599 0.422
H -4.5966 3.8773 0.9782 -0.030 0.258 0.418
H -3.3307 2.6472 1.1137 -0.865 0.095 0.098
H -6.2156 3.1835 -0.7297 -0.654 0.629 -0.146
C -0.2394 5.0863 -3.5772 0.133 2.106 -0.540
O -1.4525 5.3221 -4.2808 0.788 1.466 -0.324
C -2.4227 4.3843 -3.9972 0.487 -1.879 1.244
C -3.7337 4.6585 -4.7003 0.513 -0.819 -0.800
C -4.3937 5.9357 -4.1839 0.145 -0.335 -2.831
N -4.5265 3.4155 -4.7047 -0.122 -0.399 -0.430
H -0.4256 5.1785 -2.4982 0.173 -0.611 -0.043
H 0.4759 5.9388 -3.8303 -0.968 -1.075 0.135
H 0.2094 4.1630 -3.9227 0.144 -0.510 0.367
H -1.9773 3.3928 -4.2622 -0.833 0.196 -0.147
H -2.5742 4.3279 -2.9056 -0.178 0.093 0.140
H -3.3728 4.7516 -5.7517 -0.704 0.335 0.387
H -5.3452 6.1208 -4.7072 0.288 -0.080 0.037
H -3.7015 6.7340 -4.4702 -0.229 0.199 0.688
H -4.6186 5.8309 -3.1732 -0.050 0.177 1.963
H -5.2505 3.4237 -5.4125 -0.051 0.241 0.168
H -4.9143 3.0044 -3.8551 0.421 0.723 0.087
C 5.3330 2.4294 -2.8382 0.856 0.939 1.397
O 5.8134 2.2620 -1.4971 -1.124 1.042 -1.134
C 5.3650 1.0762 -0.9024 0.820 -0.616 -0.555
C 4.9032 1.3834 0.4999 -0.649 -0.625 0.294
C 4.8256 0.1000 1.3372 0.819 1.018 1.348
N 3.5911 2.0419 0.4697 0.348 0.727 0.277
H 5.8720 1.7464 -3.4324 0.582 -0.768 -1.223
H 5.5181 3.4584 -3.1181 0.302 0.138 -0.123
H 4.2837 2.2770 -2.9583 -0.958 -0.383 0.271
H 4.5545 0.6059 -1.4982 0.207 0.171 0.375
H 6.2526 0.4366 -0.9874 -0.267 -0.616 0.592
H 5.6383 2.0408 0.9945 -0.236 -0.057 -0.312
H 4.8007 0.3954 2.4358 -0.252 -0.523 -1.261
H 5.7715 -0.4227 1.1854 -0.076 -0.281 0.102
H 3.9978 -0.5547 1.0980 -0.297 -0.047 -0.131
H 2.9054 1.4125 0.0998 -0.526 -0.685 -0.051
H 3.5806 2.8389 -0.1682 0.346 0.038 0.245
C 2.7531 4.7996 -1.9994 -0.171 -1.447 0.363
O 3.9255 4.6198 -1.2085 -0.310 0.043 -0.933
C 4.1846 5.7892 -0.4832 -0.010 0.508 0.622
C 5.2077 5.4984 0.5896 0.702 -1.000 -0.553
C 5.7506 6.6510 1.4111 -0.223 0.255 0.358
N 6.3115 4.6882 0.0336 -0.509 0.427 1.610
H 1.9187 4.8380 -1.2579 0.016 0.057 -0.942
H 2.7013 3.8899 -2.6580 -0.280 0.803 0.655
H 2.7516 5.6796 -2.6589 0.240 0.024 0.350
H 4.6452 6.5159 -1.1331 -0.196 0.753 -0.592
H 3.2186 6.1284 -0.0669 0.374 0.374 0.004
H 4.6964 4.8757 1.2885 -0.268 -0.859 0.649
H 6.7415 6.3649 1.7199 0.376 -0.137 0.289
H 5.1617 6.8239 2.3112 -0.120 -0.116 0.064
H 5.8475 7.6252 0.9619 -0.091 0.313 -0.774
H 6.9351 5.2072 -0.5504 0.112 -0.066 -0.537
H 6.0330 3.7672 -0.2775 0.174 0.449 -0.600
```
Forces are in eV/Å.

Atom charges from the Löwdin analysis, given in e for atoms 1 to 8: C -0.040; C -0.553; C -0.031; C -0.141; C -0.184; C -0.121; C -0.522; C -0.042